Entry 1:
Computed, not measured: 2 unconnected molecules or ions with the total composition C41H39N4O2 in a non-equilibrium geometry, with the ωB97M-V functional and the def2-TZVPD basis.

```
86
Properties=species:S:1:pos:R:3
C -3.401 -5.408 7.669
C 0.120 -0.284 3.489
H 4.172 -0.379 0.514
C 1.973 -9.421 4.814
C -0.295 -4.998 2.912
H 5.414 0.446 1.530
C 1.645 -7.079 4.265
C 1.455 -0.694 3.256
C 0.798 -3.963 1.053
C -3.951 -2.827 8.587
C -4.034 -1.495 4.949
H -1.203 -6.932 2.616
C -2.116 -0.080 2.385
O 3.711 1.512 1.124
C 0.019 -8.268 5.645
C -4.723 -3.914 9.028
H 1.980 -6.161 3.778
H -1.836 1.620 3.727
H 1.344 -3.112 0.641
C -2.894 -0.536 1.287
H -5.488 -0.055 5.614
C 0.426 -7.091 4.986
H -2.351 -2.205 7.223
H -0.708 -1.685 2.156
C -3.495 -3.719 1.937
H 1.700 -1.748 3.140
C -6.048 -3.406 5.297
C -2.771 -4.299 7.098
H -3.083 -6.399 7.344
H -7.311 -1.756 5.876
C -0.447 -5.941 5.184
N 2.477 0.129 3.049
C 2.409 -8.244 4.185
H -4.113 -1.832 9.013
N -1.175 -5.766 6.260
H -3.211 -0.783 4.850
H 1.336 1.850 2.622
O -2.374 -3.311 2.754
H 3.355 -8.233 3.636
C -3.550 1.904 2.454
C 4.334 0.258 1.397
C 0.518 -5.104 0.289
H 2.585 -10.325 4.753
C -2.473 -3.263 4.104
C -4.429 -5.215 8.592
H 0.479 -3.033 3.008
H -4.592 -0.222 0.007
H 0.437 -10.345 6.040
H -4.558 -4.849 4.660
H -3.072 -3.969 0.962
H 2.300 1.949 4.122
C 0.354 -3.909 2.372
C -1.586 -4.044 4.840
H 3.661 -1.483 2.462
H -2.577 -1.444 0.767
N -0.655 -4.924 4.276
H 0.893 -5.162 -0.737
C 3.793 -0.415 2.651
C -0.635 -6.114 2.161
C -4.787 -3.799 4.859
H -4.969 -6.089 8.963
H 4.328 2.269 2.993
H -0.063 0.514 4.214
C -0.249 -6.151 0.815
H -5.202 1.950 1.047
C -6.308 -2.059 5.562
C -2.970 -3.014 7.612
C 0.775 -9.433 5.544
C 2.296 1.577 3.088
C -4.345 1.393 1.424
C -4.000 0.172 0.833
C -2.461 1.183 2.944
H -3.973 -4.593 2.390
H -5.528 -3.752 9.753
H -4.196 -2.882 1.853
H 4.516 -0.270 3.468
C -3.772 -2.845 4.666
H -0.905 -8.249 6.224
H 3.145 3.238 1.976
H -6.825 -4.163 5.431
H -3.776 2.885 2.874
H -0.548 -7.000 0.197
C 3.438 2.238 2.335
C -5.295 -1.109 5.399
C -0.928 -0.807 2.759
N -1.847 -4.581 6.077
```

Summary:
calculated total energy	-53195.507	eV
highest occupied orbital energy	-8.4	eV
multiplicity	1
frontier orbital gap	4.276	eV
charge	+1

Atom charges from the Löwdin analysis, given in e for atoms 1 to 5: number 1, C, carries -0.027; number 2, C, carries -0.048; number 3, H, carries 0.135; number 4, C, carries -0.074; number 5, C, carries -0.238

---

Entry 2:
Computed, not measured: a single C5H12N2O molecule in a non-equilibrium geometry, with the ωB97M-V functional and the def2-TZVPD basis.

```
20
Properties=species:S:1:pos:R:3
H -2.170 0.705 -0.633
H 0.353 1.399 2.346
O 1.355 0.101 0.907
C 0.218 -0.928 -0.966
H 0.548 1.022 -1.857
N 0.833 -2.292 -0.918
H -0.839 -1.282 -1.025
H 1.750 -2.347 -0.746
H 0.154 -2.953 -0.725
H -1.060 2.199 2.233
C -1.519 1.432 -0.038
H -1.027 0.409 2.823
H 1.674 0.017 -2.328
C -0.653 1.187 2.110
H -2.062 2.300 0.375
C 0.656 -0.056 -2.122
H -0.919 1.929 -0.929
C 0.248 -0.110 0.368
H -0.066 -0.362 -2.907
N -0.958 0.436 0.920
```

Summary:
calculated total energy	-10404.662	eV
highest occupied orbital energy	-9.0	eV
multiplicity	1
ΔE to the lowest compared entry with this formula, charge and spin	86.8	kcal/mol
frontier orbital gap	9.949	eV
charge	0

Atom charges from the Löwdin analysis, given in e for atoms 1 to 5: number 1, H, carries 0.098; number 2, H, carries 0.059; number 3, O, carries 0.046; number 4, C, carries -0.346; number 5, H, carries 0.067

---

Entry 3:
Computed, not measured: 2 unconnected molecules or ions with the total composition C2HClFN in a non-equilibrium geometry, with the ωB97M-V functional and the def2-TZVPD basis.

```
6
Properties=species:S:1:pos:R:3
F -0.408 -1.069 1.311
N -3.093 -1.421 0.390
C -0.445 -0.229 0.231
H 0.391 0.302 0.014
Cl -1.834 1.115 0.421
C -1.475 -0.135 -0.716
```

Summary:
calculated total energy	-18808.698	eV
highest occupied orbital energy (spin up / spin down)	-8.8 / -8.8	eV
multiplicity	1
ΔE to the lowest compared entry with this formula, charge and spin	242.4	kcal/mol
frontier orbital gap (spin up / spin down)	8.215 / 8.215	eV
charge	0

Atom charges from the Löwdin analysis, given in e for atoms 1 to 5: number 1, F, carries 0.020; number 2, N, carries -0.003; number 3, C, carries -0.453; number 4, H, carries 0.077; number 5, Cl, carries 0.788

---

Entry 4:
Computed, not measured: a molecular structure, C13H23As2NO2Pd in a non-equilibrium geometry, with the ωB97M-V functional and the def2-TZVPD basis.

```
42
Properties=species:S:1:pos:R:3
H -0.383 0.309 -1.106
O -0.413 3.899 3.322
C 2.562 2.837 1.760
C -0.137 -1.607 -0.911
H 0.565 -1.416 -4.008
C 1.663 2.845 2.978
H -4.258 1.195 -1.824
H 3.533 -0.117 -1.227
H 2.579 -0.362 0.289
H 1.254 -3.266 -1.039
H -2.517 -4.193 0.750
N 2.125 1.793 0.873
As 1.035 -0.281 -1.759
H 1.994 3.626 3.671
C 2.696 -0.681 -0.767
H -3.470 -0.178 -2.697
H 2.555 0.753 1.131
H 2.266 -0.806 -3.943
C 0.210 3.093 2.567
C -3.687 0.252 -1.698
H 2.939 -1.761 -0.800
H -4.300 -0.464 -1.117
H -0.257 -4.886 0.016
H 3.604 2.674 2.054
As -1.984 0.645 -0.778
C 0.275 -2.937 -0.724
O -0.205 2.451 1.560
H 2.805 1.681 -0.200
H -3.280 1.972 0.986
H -3.492 0.213 1.289
C -1.422 -1.213 -0.493
C 1.472 -1.330 -3.374
H -3.268 -1.879 0.429
H 1.712 1.889 3.514
H 1.830 -2.344 -3.108
C -0.580 -3.863 -0.125
Pd 0.304 1.261 0.112
C -1.854 -3.473 0.288
H -1.947 1.027 1.759
C -2.760 0.993 1.005
C -2.276 -2.154 0.104
H 2.509 3.800 1.241
```

Summary:
calculated total energy	-144586.678	eV
highest occupied orbital energy (spin up / spin down)	2.3 / 2.3	eV
multiplicity	1
frontier orbital gap (spin up / spin down)	3.027 / 3.027	eV
charge	-2

Atom charges from the Löwdin analysis, given in e for atoms 1 to 5: number 1, H, carries -0.281; number 2, O, carries -0.088; number 3, C, carries -0.326; number 4, C, carries -0.401; number 5, H, carries -0.017